Computed, not measured: C14H33ClGa as an isolated structure in a non-equilibrium geometry, with ωB97M-V/def2-TZVPD.

Computed properties:
Gap between HOMO and LUMO in eV: 7.02
HOMO in eV: -4.07
Spin multiplicity: 1
Net charge: -1

Each line ends with the Löwdin charge.
Cartesian coordinates (Å):
C 6.035 2.651 1.165  -0.190
C 5.003 3.070 0.402  -0.353
Ga 3.154 2.560 1.012  -0.014
Cl 1.862 1.980 -0.819  -0.106
H 6.151 1.595 1.401  0.019
H 6.746 3.358 1.602  0.022
H 5.165 3.715 -0.465  0.010
H 2.530 3.832 1.741  -0.119
H 3.209 1.307 2.011  -0.109
C -3.362 -1.524 -3.882  -0.118
C -1.981 -1.908 -4.404  -0.276
C -0.885 -1.818 -3.343  -0.227
C -0.654 -0.419 -2.769  -0.235
C -0.306 0.653 -3.798  -0.275
C 0.999 0.379 -4.537  -0.114
H -3.390 -0.487 -3.544  0.065
H -4.118 -1.635 -4.662  0.063
H -3.652 -2.162 -3.043  0.072
H -1.727 -1.282 -5.263  0.095
H -2.020 -2.936 -4.777  0.099
H 0.049 -2.196 -3.768  0.100
H -1.134 -2.494 -2.518  0.107
H 0.153 -0.470 -2.033  0.093
H -1.541 -0.101 -2.214  0.091
H -0.216 1.607 -3.276  0.090
H -1.122 0.771 -4.520  0.094
H 1.826 0.299 -3.829  0.069
H 1.230 1.190 -5.230  0.066
H 0.952 -0.545 -5.119  0.059
C -1.836 -0.910 5.652  -0.120
C -1.249 -1.633 4.443  -0.277
C 0.006 -0.964 3.884  -0.228
C -0.197 0.459 3.361  -0.222
C -1.252 0.594 2.263  -0.263
C -0.907 -0.187 1.000  -0.115
H -2.153 0.102 5.399  0.063
H -2.709 -1.441 6.037  0.062
H -1.103 -0.845 6.459  0.071
H -2.010 -1.719 3.663  0.095
H -0.995 -2.657 4.735  0.099
H 0.415 -1.589 3.086  0.102
H 0.773 -0.938 4.666  0.108
H 0.760 0.826 2.979  0.086
H -0.462 1.120 4.192  0.100
H -1.342 1.652 2.006  0.106
H -2.235 0.285 2.636  0.092
H 0.053 0.146 0.603  0.037
H -1.662 -0.027 0.228  0.059
H -0.851 -1.263 1.188  0.066

Atoms 1-3, force components in eV/Å:
C -0.086 0.592 -0.125
C -0.176 -1.444 -0.794
Ga 0.295 -0.574 -0.132

Computed, not measured: C14H33HgN3OSiV as an isolated structure in a non-equilibrium geometry, with ωB97M-V/def2-TZVPD.

Computed properties:
Gap between HOMO and LUMO (spin up / spin down) in eV: 7.75 / 5.64
HOMO (spin up / spin down) in eV: -16.01 / -15.88
Spin multiplicity: 2
Expectation value of S²: 0.8316
Net charge: +2

Each line ends with the Löwdin charge.
Cartesian coordinates (Å):
N 0.909 -0.107 1.121  -0.072
C 2.052 -0.474 0.540  -0.580
O 3.157 -0.837 1.018  -0.171
Hg 4.206 -1.010 -1.124  1.040
V 0.588 -0.110 -0.752  0.966
N -0.654 -1.407 -0.938  -0.181
N -0.126 1.494 -1.274  -0.134
C -0.423 -2.728 -1.557  -0.640
C 0.158 2.892 -0.886  -0.625
C 0.699 -2.569 -2.574  -0.035
C -1.664 -3.266 -2.267  -0.021
C -0.012 -3.727 -0.475  -0.017
C 0.342 3.797 -2.107  -0.031
C -1.005 3.425 -0.049  -0.013
C 1.440 2.934 -0.062  -0.040
H 0.387 -1.900 -3.388  0.101
H 0.926 -3.552 -3.003  0.117
H 1.624 -2.164 -2.125  0.030
H -2.473 -3.504 -1.565  0.099
H -1.398 -4.194 -2.792  0.112
H -2.035 -2.552 -3.014  0.101
H 0.871 -3.382 0.081  0.085
H 0.235 -4.689 -0.943  0.108
H -0.828 -3.889 0.242  0.096
H 1.096 3.388 -2.791  0.101
H 0.690 4.784 -1.776  0.109
H -0.594 3.951 -2.657  0.094
H -1.928 3.466 -0.642  0.093
H -0.776 4.440 0.302  0.114
H -1.191 2.790 0.830  0.079
H 1.337 2.415 0.899  0.048
H 1.679 3.985 0.148  0.111
H 2.286 2.504 -0.620  0.090
C -1.117 1.320 -2.337  -0.078
H -1.168 0.265 -2.637  0.074
H -2.128 1.632 -2.025  0.115
H -0.857 1.906 -3.231  0.106
C -1.941 -1.168 -0.280  -0.080
H -2.152 -1.909 0.505  0.099
H -1.961 -0.173 0.184  0.080
H -2.770 -1.200 -1.005  0.108
C -1.218 -0.828 3.062  -0.159
Si 0.472 -0.066 2.894  0.483
C 0.539 1.720 3.408  -0.155
C 1.751 -1.089 3.764  -0.150
H -2.007 -0.229 2.585  0.037
H -1.452 -0.896 4.136  0.061
H -1.257 -1.846 2.648  0.035
H 0.406 1.754 4.501  0.060
H 1.510 2.183 3.180  0.047
H -0.257 2.329 2.956  0.031
H 1.628 -0.952 4.850  0.062
H 1.631 -2.159 3.548  0.052
H 2.775 -0.799 3.491  0.039

Atoms 1-3, force components in eV/Å:
N 1.954 -0.561 -1.852
C -1.372 0.868 2.136
O -0.186 0.056 -1.761

Computed, not measured: C14H34AsS4Si2W as an isolated structure in a non-equilibrium geometry, with ωB97M-V/def2-TZVPD.

Computed properties:
Gap between HOMO and LUMO (spin up / spin down) in eV: 6.92 / 6.98
HOMO (spin up / spin down) in eV: -16.95 / -17.58
Spin multiplicity: 3
Expectation value of S²: 2.1621
Net charge: +3

Each line ends with the Löwdin charge.
Cartesian coordinates (Å):
W 0.318 -0.161 0.877  0.334
C -2.820 -0.474 2.066  -0.440
C -2.064 -1.700 2.535  -0.439
S -0.886 -2.195 1.217  0.797
C 0.373 -3.216 2.083  -0.433
C 1.654 -3.210 1.275  -0.444
S 2.362 -1.535 1.016  0.843
C 3.087 -1.176 2.680  -0.422
C 2.580 0.103 3.322  -0.432
S 0.748 0.054 3.389  0.881
C 0.115 1.780 3.532  -0.426
C -1.372 1.738 3.229  -0.420
S -1.767 0.957 1.600  0.831
H -3.520 -0.127 2.827  0.113
H -3.370 -0.703 1.149  0.098
H -2.768 -2.523 2.665  0.113
H -1.518 -1.548 3.469  0.072
H -0.015 -4.234 2.147  0.114
H 0.507 -2.818 3.092  0.077
H 1.489 -3.597 0.266  0.098
H 2.426 -3.816 1.753  0.114
H 4.166 -1.106 2.534  0.108
H 2.883 -2.047 3.305  0.098
H 2.901 0.992 2.776  0.093
H 2.951 0.169 4.347  0.112
H 0.651 2.428 2.832  0.088
H 0.276 2.143 4.551  0.115
H -1.781 2.750 3.187  0.109
H -1.916 1.171 3.985  0.099
C 0.423 -0.577 -5.175  -0.176
Si -1.138 -0.855 -4.139  0.703
C -1.622 -2.622 -3.647  -0.213
C -2.429 0.531 -3.998  -0.202
As -0.180 -0.266 -1.441  0.767
Si 0.608 2.053 -1.453  0.362
C 1.294 2.678 -3.106  -0.183
C 1.876 1.873 -0.002  -0.241
C -0.822 3.121 -0.768  -0.214
H 0.273 -0.885 -6.210  0.055
H 1.260 -1.157 -4.789  0.042
H 0.720 0.469 -5.198  0.023
H -2.188 -3.134 -4.423  0.049
H -2.233 -2.618 -2.744  0.025
H -0.734 -3.221 -3.449  0.037
H -3.167 0.493 -4.795  0.051
H -1.962 1.513 -4.038  0.027
H -2.967 0.453 -3.053  0.027
H 2.118 2.082 -3.491  0.039
H 1.652 3.697 -2.990  0.049
H 0.508 2.700 -3.856  0.029
H 2.784 1.357 -0.313  0.054
H 1.405 1.310 0.863  -0.099
H 2.169 2.837 0.405  0.071
H -1.783 2.835 -1.189  0.034
H -0.661 4.162 -1.024  0.050
H -0.899 3.070 0.317  -0.020

Atoms 1-3, force components in eV/Å:
W -0.529 -0.589 -0.607
C 0.105 -0.003 -0.246
C 0.054 -0.302 0.104

Computed, not measured: a 5-piece molecular cluster, C14H34Cl8Si2 overall, with ωB97M-V/def2-TZVPD.

Computed properties:
Gap between HOMO and LUMO in eV: 9.72
HOMO in eV: -9.26
Spin multiplicity: 1
Net charge: 0

Each line ends with the Löwdin charge.
Cartesian coordinates (Å):
C 4.960 -0.676 -2.842  -0.119
C 3.831 -0.849 -3.855  -0.348
C 3.435 -2.316 -4.061  -0.408
Si 1.996 -2.467 -5.265  0.581
Si 0.041 -1.499 -4.475  0.408
C -0.054 -1.503 -2.588  -0.225
C -1.413 -2.489 -5.160  -0.234
C -0.038 0.294 -5.072  -0.219
H 5.042 0.366 -2.529  0.065
H 4.783 -1.275 -1.948  0.066
H 5.921 -0.959 -3.270  0.071
H 2.964 -0.265 -3.533  0.089
H 4.159 -0.451 -4.817  0.097
H 3.225 -2.798 -3.104  0.064
H 4.290 -2.847 -4.492  0.067
H 2.390 -1.723 -6.496  -0.058
H 1.770 -3.875 -5.686  -0.075
H -0.370 -0.514 -2.253  -0.032
H -0.797 -2.223 -2.240  0.028
H 0.890 -1.731 -2.093  0.020
H -1.146 -3.546 -5.163  0.017
H -2.312 -2.351 -4.562  0.025
H -1.614 -2.186 -6.188  0.026
H -1.021 0.499 -5.498  0.024
H 0.716 0.496 -5.832  0.014
H 0.140 0.989 -4.251  0.018
Cl -0.327 1.509 -0.495  0.552
C -0.770 0.267 0.710  -0.667
C -2.117 0.520 1.329  -0.639
Cl -2.117 1.971 2.367  0.556
H 0.028 0.246 1.445  0.004
H -0.779 -0.688 0.185  0.063
H -2.391 -0.319 1.966  0.035
H -2.888 0.657 0.575  0.074
Cl -1.943 2.695 7.109  0.538
C -2.368 3.593 5.629  -0.704
C -1.811 4.992 5.625  -0.662
Cl -2.587 6.035 6.847  0.533
H -3.451 3.595 5.542  0.040
H -1.944 3.044 4.790  0.003
H -1.992 5.448 4.654  0.073
H -0.742 4.991 5.823  0.068
Cl -4.726 1.146 4.556  0.564
C -5.964 -0.131 4.453  -0.652
C -5.394 -1.509 4.657  -0.654
Cl -4.353 -2.030 3.305  0.551
H -6.456 -0.041 3.488  0.069
H -6.691 0.070 5.238  0.074
H -6.207 -2.229 4.719  0.073
H -4.803 -1.561 5.568  0.070
Cl 2.354 -0.932 1.717  0.565
C 3.222 0.626 1.796  -0.648
C 4.614 0.471 2.348  -0.667
Cl 4.608 0.024 4.072  0.542
H 2.627 1.303 2.404  0.072
H 3.269 1.013 0.780  0.072
H 5.142 1.419 2.264  0.074
H 5.168 -0.293 1.809  0.066

Atoms 1-3, force components in eV/Å:
C -0.075 0.240 0.000
C 0.126 -0.252 0.128
C 0.198 0.061 -0.224

no.,DFT total energy (hartree),molar mass (Da)
1,-2938.2042,306.6
2,-2179.0391,539.1
3,-5027.4921,645.6
4,-4814.3719,542.2